{"formula": "C69H177N17O25", "method": "ωB97M-V with the def2-TZVPD basis set", "e_homo_ev": -7.9, "lumo_energy_ev": 0.016, "e_above_lowest_kcal_mol": 62.3, "symbols": ["O", "O", "O", "O", "O", "O", "O", "O", "O", "O", "O", "O", "O", "O", "O", "O", "O", "O", "O", "O", "O", "O", "O", "O", "O", "N", "N", "N", "N", "N", "N", "N", "N", "N", "N", "N", "N", "N", "N", "N", "N", "N", "C", "C", "C", "C", "C", "C", "C", "C", "C", "C", "C", "C", "C", "C", "C", "C", "C", "C", "C", "C", "C", "C", "C", "C", "C", "C", "C", "C", "C", "C", "C", "C", "C", "C", "C", "C", "C", "C", "C", "C", "C", "C", "C", "C", "C", "C", "C", "C", "C", "C", "C", "C", "C", "C", "C", "C", "C", "C", "C", "C", "C", "C", "C", "C", "C", "C", "C", "C", "C", "H", "H", "H", "H", "H", "H", "H", "H", "H", "H", "H", "H", "H", "H", "H", "H", "H", "H", "H", "H", "H", "H", "H", "H", "H", "H", "H", "H", "H", "H", "H", "H", "H", "H", "H", "H", "H", "H", "H", "H", "H", "H", "H", "H", "H", "H", "H", "H", "H", "H", "H", "H", "H", "H", "H", "H", "H", "H", "H", "H", "H", "H", "H", "H", "H", "H", "H", "H", "H", "H", "H", "H", "H", "H", "H", "H", "H", "H", "H", "H", "H", "H", "H", "H", "H", "H", "H", "H", "H", "H", "H", "H", "H", "H", "H", "H", "H", "H", "H", "H", "H", "H", "H", "H", "H", "H", "H", "H", "H", "H", "H", "H", "H", "H", "H", "H", "H", "H", "H", "H", "H", "H", "H", "H", "H", "H", "H", "H", "H", "H", "H", "H", "H", "H", "H", "H", "H", "H", "H", "H", "H", "H", "H", "H", "H", "H", "H", "H", "H", "H", "H", "H", "H", "H", "H", "H", "H", "H", "H", "H", "H", "H", "H", "H", "H", "H", "H", "H", "H", "H", "H", "H", "H", "H", "H", "H", "H"], "positions_angstrom": [[-24.488, -23.470, -8.910], [-14.270, -24.543, -14.236], [-21.049, -29.491, -2.219], [-22.314, -27.997, -6.371], [-16.527, -28.043, -3.117], [-27.008, -27.910, -12.327], [-13.896, -31.134, -17.537], [-24.050, -25.348, -13.434], [-17.514, -19.229, -3.811], [-12.678, -23.869, -10.245], [-17.240, -22.150, -13.226], [-10.552, -21.241, -9.162], [-11.087, -24.352, -4.266], [-19.660, -23.519, -9.639], [-17.319, -19.661, -8.005], [-15.283, -29.034, -11.464], [-18.320, -27.490, -13.456], [-15.030, -22.298, -3.842], [-13.266, -18.550, -7.703], [-16.206, -25.499, -17.189], [-13.317, -27.240, -6.617], [-17.206, -30.580, 2.192], [-15.694, -23.506, -7.275], [-19.713, -25.380, -4.591], [-13.628, -25.992, -19.144], [-19.072, -20.920, -5.762], [-14.129, -29.736, -14.126], [-17.207, -24.832, -9.511], [-23.338, -26.057, -6.993], [-20.324, -28.156, -14.348], [-24.179, -21.234, -8.548], [-23.353, -27.855, -8.397], [-11.546, -26.184, -8.983], [-13.836, -23.744, -17.149], [-26.212, -22.178, -8.196], [-12.226, -21.009, -6.838], [-17.940, -23.758, -15.573], [-21.170, -26.697, -2.567], [-18.229, -29.401, -1.171], [-20.100, -27.801, -12.110], [-12.208, -21.358, -2.457], [-24.511, -25.914, -10.390], [-15.797, -24.428, -9.445], [-17.601, -25.531, -17.257], [-24.915, -22.366, -8.558], [-24.103, -24.591, -14.612], [-18.828, -23.314, -14.514], [-13.862, -30.683, -15.211], [-17.719, -24.385, -10.812], [-12.876, -23.940, -18.227], [-16.452, -18.353, -3.521], [-17.046, -30.362, 0.788], [-18.253, -25.174, -15.892], [-11.865, -27.537, -8.535], [-13.256, -20.714, -3.261], [-18.419, -21.946, -13.985], [-13.304, -26.871, -5.258], [-15.932, -30.556, 2.812], [-20.343, -24.617, -3.553], [-17.411, -30.105, -2.149], [-13.934, -29.387, -11.721], [-11.650, -24.620, -10.852], [-13.519, -24.608, -19.440], [-10.505, -22.176, -8.089], [-19.861, -24.758, -5.854], [-14.622, -31.198, -18.736], [-16.757, -27.031, -4.073], [-21.397, -30.813, -2.512], [-25.733, -27.534, -11.885], [-17.054, -18.907, -9.139], [-14.707, -21.208, -3.010], [-17.166, -20.519, -4.256], [-14.261, -23.240, -14.789], [-21.934, -28.746, -1.419], [-13.782, -30.356, -12.851], [-13.624, -20.658, -6.783], [-14.017, -26.718, -20.297], [-21.374, -27.338, -1.264], [-18.497, -21.267, -4.448], [-15.235, -24.581, -8.055], [-17.176, -29.259, -3.393], [-18.356, -21.531, -6.877], [-13.019, -22.634, -10.856], [-15.282, -24.867, -13.311], [-13.260, -23.243, -15.919], [-10.615, -24.615, -5.561], [-12.054, -22.781, -2.767], [-25.727, -26.190, -11.170], [-18.330, -20.635, -8.103], [-9.230, -20.887, -9.595], [-15.659, -26.588, -16.448], [-16.054, -23.159, -3.345], [-22.919, -27.336, -7.217], [-18.387, -30.130, 0.081], [-16.698, -20.939, -12.752], [-12.025, -27.686, -7.042], [-23.390, -24.781, -12.327], [-27.936, -28.235, -11.310], [-13.962, -19.206, -6.650], [-11.932, -22.265, -7.561], [-20.500, -25.399, -2.265], [-13.481, -17.153, -7.691], [-19.533, -27.677, -13.342], [-14.428, -30.291, -16.554], [-19.205, -24.217, -10.775], [-23.265, -25.790, -11.174], [-15.429, -28.143, -10.398], [-11.724, -26.065, -10.423], [-15.295, -23.564, -5.926], [-21.068, -23.332, -9.570], [-11.641, -23.027, -4.198], [-21.322, -28.079, -14.268], [-11.240, -23.091, -2.106], [-21.412, -23.187, -10.598], [-15.388, -28.681, -9.439], [-12.158, -25.551, -8.479], [-28.358, -27.270, -10.995], [-14.140, -24.493, -8.122], [-9.848, -21.817, -7.292], [-10.233, -23.170, -8.454], [-15.380, -29.635, 2.612], [-25.324, -28.346, -11.268], [-16.618, -29.829, -4.145], [-10.778, -22.385, -4.398], [-13.458, -16.736, -6.681], [-18.791, -19.942, -5.839], [-13.134, -26.780, -20.939], [-24.602, -24.954, -10.057], [-16.552, -21.023, -3.495], [-26.541, -26.077, -10.447], [-12.979, -20.635, -4.312], [-24.606, -23.619, -14.515], [-16.149, -27.497, -16.816], [-14.497, -24.200, -19.710], [-23.934, -23.875, -12.029], [-11.204, -27.235, -6.483], [-19.038, -29.627, 0.800], [-17.937, -25.794, -15.052], [-12.952, -25.852, -5.052], [-15.485, -20.445, -3.133], [-12.475, -22.960, -18.493], [-15.824, -18.246, -4.416], [-18.029, -26.457, -17.668], [-14.452, -31.197, -12.609], [-24.592, -20.344, -8.344], [-19.187, -21.593, -13.282], [-14.260, -26.910, -4.738], [-11.348, -24.652, -6.370], [-12.137, -23.130, -6.930], [-15.030, -18.971, -6.700], [-15.773, -26.485, -15.370], [-15.662, -22.737, -5.315], [-12.944, -22.201, -16.030], [-16.453, -23.730, -4.178], [-19.166, -29.300, -1.549], [-19.740, -25.182, -10.750], [-13.338, -28.477, -11.831], [-12.094, -24.618, -17.864], [-12.130, -22.007, -10.920], [-22.155, -29.181, -0.436], [-19.496, -25.688, -1.933], [-14.496, -24.513, -17.055], [-22.035, -26.777, -0.602], [-11.047, -26.700, -11.000], [-13.652, -18.863, -5.652], [-19.463, -27.612, -11.353], [-12.597, -22.244, -8.426], [-22.455, -25.461, -10.526], [-14.330, -27.731, -20.044], [-12.391, -23.789, -15.528], [-12.870, -24.409, -20.301], [-15.807, -18.719, -2.718], [-15.418, -25.576, -7.635], [-12.780, -30.774, -12.954], [-22.390, -24.440, -12.635], [-14.456, -16.962, -8.152], [-16.596, -31.281, 0.402], [-18.321, -21.179, -14.759], [-17.402, -20.360, -12.145], [-17.581, -25.179, -11.559], [-16.460, -29.447, 0.667], [-14.731, -21.510, -1.952], [-13.460, -22.750, -11.851], [-17.411, -22.068, -6.767], [-16.444, -30.314, -1.691], [-19.889, -28.177, -15.255], [-14.656, -27.380, -10.265], [-15.500, -23.777, -2.626], [-13.273, -19.675, -2.912], [-21.268, -22.498, -8.905], [-19.624, -23.795, -11.703], [-12.945, -23.366, -2.510], [-19.677, -23.770, -3.360], [-15.526, -30.258, -16.520], [-13.784, -22.195, -10.218], [-20.102, -23.699, -5.708], [-24.660, -25.128, -15.373], [-16.419, -27.689, -10.396], [-17.787, -24.409, -8.795], [-10.067, -25.556, -5.534], [-18.147, -29.096, -3.883], [-18.165, -21.311, -8.954], [-19.325, -20.217, -8.309], [-22.902, -28.713, -1.935], [-25.978, -25.374, -11.856], [-11.719, -24.663, -11.946], [-23.825, -27.164, -8.976], [-15.305, -25.116, -10.137], [-19.214, -20.997, -3.672], [-20.975, -24.739, -1.543], [-12.755, -16.586, -8.272], [-16.822, -22.638, -2.766], [-16.146, -30.534, 3.883], [-17.843, -26.872, -4.134], [-14.060, -21.041, -7.726], [-20.458, -27.252, -3.029], [-9.228, -20.360, -10.543], [-20.692, -25.150, -6.448], [-25.104, -27.453, -12.772], [-21.511, -24.245, -9.168], [-16.314, -26.097, -3.738], [-21.318, -24.301, -3.931], [-23.055, -28.768, -8.675], [-12.790, -30.817, -15.381], [-14.166, -31.953, -19.376], [-14.557, -30.233, -19.249], [-13.498, -29.893, -10.846], [-23.204, -25.672, -6.077], [-18.350, -22.345, -4.350], [-15.345, -31.453, 2.602], [-16.863, -17.356, -3.377], [-16.238, -25.019, -13.822], [-16.970, -23.723, -15.288], [-16.576, -20.611, -5.175], [-16.402, -20.372, -13.644], [-12.597, -27.453, -4.658], [-27.486, -28.590, -10.377], [-19.803, -23.229, -15.003], [-15.799, -21.080, -12.152], [-28.724, -28.865, -11.707], [-12.478, -22.873, -4.880], [-22.951, -26.790, -11.485], [-15.648, -23.409, -9.818], [-12.687, -26.464, -10.777], [-14.212, -23.642, -5.813], [-11.135, -28.237, -8.953], [-16.831, -19.484, -10.044], [-20.976, -28.256, -11.949], [-15.812, -24.388, -5.413], [-11.660, -20.322, -7.320], [-17.225, -23.536, -11.297], [-8.861, -20.308, -8.742], [-16.545, -27.270, -5.121], [-15.120, -29.518, -14.082], [-15.226, -22.958, -15.223], [-14.609, -26.644, -16.734], [-15.453, -24.072, -12.579], [-20.420, -27.428, -0.724], [-23.250, -21.166, -8.922], [-17.823, -18.158, -9.370], [-19.016, -22.309, -7.293], [-8.618, -21.791, -9.665], [-10.683, -24.156, -10.627], [-14.875, -26.242, -20.780], [-20.511, -31.350, -2.851], [-18.871, -23.966, -13.630], [-22.144, -30.865, -3.312], [-16.156, -18.317, -8.942], [-14.156, -21.292, -6.069], [-18.894, -24.866, -6.345], [-26.482, -21.233, -7.998], [-15.663, -31.505, -18.603], [-19.341, -25.156, -15.997], [-14.055, -22.518, -13.991], [-14.131, -29.265, -16.819], [-14.219, -31.689, -14.949], [-15.105, -25.770, -12.727], [-23.089, -24.331, -14.936], [-21.804, -31.338, -1.640], [-17.938, -30.995, -2.518], [-17.981, -24.804, -17.977], [-12.530, -21.269, -1.500], [-23.585, -25.457, -7.762], [-18.884, -31.099, -0.078], [-11.989, -28.753, -6.795], [-9.864, -23.871, -5.857], [-12.805, -27.903, -8.978], [-26.931, -22.874, -8.214]], "atomic_forces_ev_per_a": [[0.19, 0.77, 0.38], [0.32, -0.87, 0.24], [0.87, 0.17, 0.36], [-0.22, 0.54, -0.53], [0.61, -0.01, 0.06], [-0.24, -0.68, -0.53], [-0.13, -1.08, 0.15], [-0.41, -0.82, -0.15], [-0.30, 0.46, -0.19], [-0.50, -0.46, -0.09], [0.33, 0.03, 0.14], [0.36, -0.17, -0.64], [-0.99, 0.13, -0.39], [0.48, 1.17, 0.49], [0.02, -0.07, 0.60], [0.25, -0.09, -0.95], [-0.95, 0.80, -0.35], [-0.01, 0.71, 0.91], [0.41, 0.54, 0.38], [-0.05, -0.11, -0.06], [0.27, 0.58, 0.02], [0.18, 0.36, -0.45], [-0.50, 0.26, 0.34], [-0.42, -0.16, 0.66], [-0.34, -0.08, -0.23], [1.05, 0.56, 0.47], [0.14, -0.34, -0.46], [0.06, 0.77, -0.83], [0.03, 0.42, -0.19], [0.11, 0.51, -0.47], [0.46, 0.86, 0.11], [0.04, 1.05, 0.12], [0.13, -0.79, 0.19], [-0.06, 0.43, -0.19], [0.00, 0.90, 0.31], [1.15, -0.06, 0.89], [-0.04, -0.68, -0.10], [-0.43, 1.07, 1.63], [-0.19, 0.25, 0.47], [0.12, 1.09, 0.34], [-0.83, 0.03, -0.97], [0.69, 0.67, -0.36], [-0.65, -0.98, 0.31], [-1.41, 0.36, 0.85], [-0.35, -1.35, -0.80], [0.37, 0.85, 0.15], [0.45, 1.05, -0.42], [0.05, -0.38, -0.01], [-0.45, -0.96, -0.33], [-1.02, -0.32, 0.55], [0.36, 0.02, -1.23], [-0.68, -0.17, 0.28], [0.44, 1.18, -0.85], [-0.41, -0.09, -0.38], [-0.61, 0.88, 0.69], [-0.49, -0.48, 0.74], [0.61, 0.62, 1.30], [-0.84, 0.03, 0.99], [0.36, -0.20, -0.42], [-0.04, 0.84, -0.17], [0.82, 0.15, 1.32], [0.38, 0.01, -0.90], [0.55, 0.19, 0.41], [-1.19, -0.25, -0.11], [0.06, 0.41, 0.36], [0.21, 0.15, -0.22], [-1.86, -0.22, -0.06], [-0.55, -0.38, -0.08], [0.28, 0.02, 0.15], [0.47, 0.90, -0.47], [1.80, -0.19, 0.66], [-1.19, -1.47, 1.14], [-0.65, -0.33, 0.13], [-0.98, 0.43, -0.51], [-0.92, 0.20, -0.50], [-0.95, -1.57, -1.58], [0.26, 0.10, 0.28], [0.17, -1.08, -0.10], [0.37, 0.11, -0.52], [1.17, 0.19, -0.50], [-0.44, -0.01, -0.50], [-1.68, -0.81, -1.79], [0.26, -0.41, -0.03], [-0.75, 0.77, 0.04], [-0.10, 0.25, 0.50], [1.14, -0.20, -0.02], [0.26, 0.07, 0.87], [-0.37, 0.61, 0.65], [0.34, -0.68, -0.42], [-0.47, -0.61, 1.53], [-0.12, -0.25, -0.81], [1.08, -0.24, 1.96], [0.25, -1.55, 1.27], [0.08, -0.72, 0.51], [0.19, 0.35, -0.69], [-0.11, -0.92, 0.07], [0.58, 0.04, -0.41], [0.13, 1.82, 0.44], [0.63, 0.22, 0.19], [-0.53, 1.60, 0.08], [0.94, -1.17, -1.88], [-0.56, 0.06, -0.13], [1.39, -2.33, 0.65], [-0.14, 1.31, -0.04], [-1.92, -0.77, -0.12], [-0.66, -0.11, -0.48], [-0.30, -0.34, 1.51], [-0.65, 0.38, 0.36], [-0.90, -0.74, -0.72], [1.09, -0.86, -0.45], [1.07, -0.37, 0.82], [-0.06, 0.02, -0.24], [-0.04, -0.44, -0.18], [-0.51, 0.34, 0.12], [0.07, -0.21, -0.01], [-0.14, 0.19, -0.37], [-0.58, -0.25, 0.04], [0.06, -0.08, -0.06], [0.26, -0.13, -0.02], [0.46, 0.00, 0.02], [0.11, -0.07, -0.40], [0.09, 0.24, 0.29], [0.25, -0.15, 0.13], [-0.45, 0.58, -0.43], [-0.09, -0.11, 0.11], [-0.63, 0.19, 0.04], [-0.30, -0.02, -0.47], [-0.45, -0.41, 0.53], [-2.14, 0.44, -1.00], [-0.01, -0.65, 0.14], [-0.02, -0.45, 0.00], [-0.18, -0.04, 0.46], [0.06, -0.19, 0.32], [-0.13, 0.12, 0.31], [-0.03, -0.04, 0.40], [-0.13, 0.43, -0.05], [0.05, 0.50, -0.27], [-0.24, -0.50, -0.22], [0.04, 0.20, -0.62], [1.93, 0.09, 0.46], [0.23, -0.08, -0.10], [0.22, -0.11, 0.04], [0.52, -0.52, 0.38], [0.06, -0.16, -0.15], [-0.15, -0.01, 0.09], [-0.19, 0.07, -0.11], [-0.28, -0.47, -0.66], [-0.26, -0.21, 0.39], [0.09, 0.16, -0.30], [-0.18, -0.48, -0.24], [-0.03, -0.02, -0.04], [0.33, 0.24, -2.26], [0.11, 0.02, -0.38], [-0.37, 0.22, 1.04], [0.10, 0.17, -0.16], [0.48, -0.36, 0.08], [0.01, 0.06, -0.42], [0.46, 0.16, -0.37], [-0.11, 0.28, 0.05], [0.48, -0.29, 0.06], [0.15, 0.57, 0.46], [0.38, 0.29, 0.16], [-0.17, 0.20, -0.29], [0.65, 0.28, 0.36], [0.38, 0.36, -0.13], [-0.26, -0.12, 0.15], [0.02, -0.70, -0.10], [-0.20, 0.13, 0.19], [0.15, 0.04, 0.36], [0.18, -0.21, -0.31], [0.14, -0.39, -0.12], [-0.27, 0.48, 0.28], [-0.43, 0.11, 0.16], [0.15, 0.28, 0.39], [0.12, -0.07, -0.03], [-0.13, 0.27, 0.22], [0.53, 0.37, -0.34], [0.34, -0.16, -0.17], [-0.18, -0.05, -0.12], [0.20, -0.15, 0.02], [0.36, -0.23, -0.37], [-0.11, -0.11, 0.05], [0.12, -0.30, -0.07], [0.27, 0.57, 0.58], [-0.05, -0.40, -0.10], [-0.27, 0.13, -0.05], [0.04, 0.13, -0.73], [-0.55, -0.59, -0.05], [0.03, 0.13, -0.05], [-0.05, 0.10, -0.05], [0.40, 0.51, 0.08], [-0.04, -0.12, -0.11], [-0.37, 0.39, 0.05], [-0.06, -0.45, -0.19], [0.16, 0.24, 0.05], [0.35, 0.13, -0.15], [0.23, -0.32, 0.04], [0.07, 0.14, -0.47], [0.32, 0.26, 0.14], [-0.20, -0.16, 0.07], [-0.15, 0.35, 0.18], [0.37, 0.14, -0.11], [0.00, 0.38, 0.34], [-0.06, 0.20, -0.05], [0.35, -0.21, -0.49], [-0.33, 0.45, -0.09], [-0.22, -0.73, -0.78], [0.45, 0.18, 0.09], [0.14, 0.21, 0.11], [-0.35, -0.40, 0.18], [0.30, -0.53, -0.14], [-0.03, -0.07, -0.22], [0.12, -0.18, 0.03], [-0.02, 0.31, 0.22], [-0.34, 0.42, -0.13], [-0.25, -0.01, -0.40], [-0.29, 0.16, 0.11], [0.18, -0.47, 0.05], [-0.10, -0.05, -0.02], [-0.30, 0.07, 0.10], [0.34, -0.16, -0.04], [-0.10, 0.24, 0.20], [0.04, 0.03, -0.09], [0.12, 0.29, 0.33], [0.19, 0.04, 0.10], [-0.29, 0.02, -0.12], [-0.18, 0.03, 0.28], [0.21, 0.01, -0.03], [0.01, 0.06, -0.34], [0.14, 0.06, -0.26], [-0.09, -0.13, 0.57], [-0.12, -0.01, 0.01], [-0.02, 0.19, 0.15], [0.05, 0.72, -0.23], [-0.01, 0.44, 0.26], [-0.13, -0.49, -0.17], [0.21, -0.67, -0.33], [-0.25, -0.06, 0.44], [-0.07, -0.52, -0.02], [0.18, -0.20, 0.01], [0.21, -0.02, -0.16], [-0.05, 0.15, -0.55], [0.08, 0.11, 0.15], [-0.36, 0.21, 0.30], [0.04, -0.09, -0.03], [0.35, 0.09, 0.38], [-0.24, -0.31, 0.14], [-0.03, -0.04, 0.06], [0.75, -0.79, -0.80], [-0.51, 0.49, 0.05], [0.01, 0.39, 0.69], [0.67, 0.40, -0.54], [0.88, -0.23, 0.13], [0.01, 0.09, -0.18], [-0.19, -0.08, 0.12], [0.05, 0.02, 0.23], [0.14, 0.21, -0.06], [0.10, 0.02, 0.11], [0.02, -0.59, -0.02], [-0.32, -0.28, 0.01], [0.07, -0.33, 0.40], [0.07, 0.02, -0.23], [0.15, -0.10, 0.18], [0.15, 0.09, -0.25], [0.08, 0.15, 0.04], [-0.10, -0.29, -0.20], [-0.03, 0.10, 0.01], [0.04, -0.15, 0.13], [0.14, 0.36, 0.48], [-0.18, 0.08, -0.42], [-0.38, -0.06, 0.11], [-0.09, 0.23, 0.21], [-0.05, -0.61, -0.04], [0.28, 0.14, -0.11], [0.01, 0.11, 0.31], [-0.19, -0.09, -0.11], [0.65, -0.17, -0.40], [0.07, -0.26, -0.30], [0.07, 0.05, 0.09], [0.44, -0.45, 0.16], [0.59, 0.43, 0.09], [0.32, -0.12, 0.14], [-0.22, 0.16, 0.15], [0.10, -0.21, -0.03], [0.17, -0.13, -0.08], [-0.07, 0.21, 0.00], [-0.20, 0.16, 0.02], [0.32, -0.36, -0.09]], "lowdin_charge": [-0.001, -0.178, -0.231, -0.002, -0.172, -0.185, -0.183, -0.216, -0.155, -0.209, -0.228, -0.218, -0.178, -0.210, -0.179, -0.167, 0.009, -0.286, -0.177, -0.210, -0.173, -0.196, -0.172, -0.208, -0.203, -0.027, -0.047, -0.008, 0.160, 0.159, 0.173, 0.154, -0.027, -0.046, 0.166, -0.029, -0.043, -0.020, -0.051, 0.159, -0.054, -0.072, -0.196, -0.214, -0.633, -0.104, -0.217, -0.220, -0.206, -0.196, -0.089, -0.229, -0.185, -0.207, -0.170, -0.211, -0.105, -0.126, -0.216, -0.198, -0.238, -0.214, -0.226, -0.215, -0.091, -0.111, -0.119, -0.098, -0.226, -0.112, -0.203, -0.235, -0.218, -0.221, -0.223, -0.212, -0.101, -0.226, -0.168, -0.204, -0.230, -0.212, -0.084, -0.098, -0.215, -0.135, -0.198, -0.191, -0.217, -0.077, -0.073, -0.090, -0.692, -0.208, -0.104, -0.211, -0.209, -0.108, -0.215, -0.179, -0.195, -0.107, -0.664, -0.249, -0.224, -0.176, -0.124, -0.211, -0.112, -0.077, -0.202, 0.093, 0.125, 0.082, 0.094, 0.084, 0.077, 0.104, 0.122, 0.116, 0.085, 0.125, 0.124, 0.134, 0.087, 0.095, 0.090, 0.048, 0.045, 0.114, 0.088, 0.088, 0.088, 0.125, 0.128, 0.102, 0.118, 0.074, 0.067, 0.051, 0.117, 0.083, 0.113, 0.126, 0.100, 0.119, 0.062, 0.058, 0.071, 0.108, 0.073, 0.047, 0.119, 0.056, 0.066, 0.112, 0.111, 0.120, 0.087, 0.123, 0.119, 0.073, 0.119, 0.127, 0.112, 0.102, 0.087, 0.082, 0.070, 0.122, 0.117, 0.082, 0.128, 0.124, 0.112, 0.073, 0.120, 0.127, 0.078, 0.111, 0.126, 0.139, 0.068, 0.108, 0.114, 0.102, 0.055, 0.111, 0.115, 0.079, 0.104, 0.113, 0.102, 0.122, 0.075, 0.071, 0.091, 0.081, 0.089, 0.090, 0.121, 0.114, 0.127, 0.126, 0.119, 0.126, 0.044, 0.101, 0.122, 0.122, 0.086, 0.102, 0.085, 0.071, 0.121, 0.098, 0.086, 0.075, 0.113, 0.073, 0.071, 0.122, 0.097, 0.124, 0.087, 0.075, 0.122, 0.097, 0.082, 0.086, 0.094, 0.064, 0.063, 0.134, 0.095, 0.097, 0.092, 0.119, 0.080, 0.087, 0.087, 0.104, 0.108, 0.092, 0.093, 0.124, 0.073, 0.089, 0.079, 0.100, 0.093, 0.088, 0.093, 0.112, 0.111, 0.086, 0.066, 0.110, 0.097, 0.092, 0.091, 0.085, 0.119, 0.088, 0.082, 0.101, 0.094, 0.069, 0.094, 0.088, 0.094, 0.088, 0.112, 0.108, 0.119, 0.119, 0.094, 0.081, 0.090, 0.117, 0.120, 0.100, 0.057, 0.114, 0.125, 0.089, 0.098, 0.111]}